No. 1
{"formula": "C21H18BrNO5Rh", "method": "ωB97M-V with the def2-TZVPD basis set", "species": ["Rh", "O", "C", "C", "C", "N", "C", "C", "C", "O", "O", "C", "O", "O", "H", "H", "H", "Br", "C", "C", "C", "C", "C", "C", "C", "C", "C", "C", "H", "H", "H", "H", "H", "H", "C", "C", "C", "C", "H", "H", "H", "H", "H", "H", "H", "H", "H"], "coordinates": [[1.0596, -0.0537, -0.5592], [7.3703, -0.0714, -0.5095], [6.0077, -0.1110, -0.5419], [5.3076, -1.3086, -0.4121], [3.9291, -1.2435, -0.4476], [3.2984, -0.0912, -0.6014], [3.9510, 1.0548, -0.7403], [5.3336, 1.0919, -0.7127], [3.0550, 2.2785, -0.9315], [3.5986, 3.3665, -1.0840], [1.8092, 2.0029, -0.9952], [3.0056, -2.4623, -0.3203], [3.5340, -3.5575, -0.1615], [1.7686, -2.1725, -0.3879], [7.7014, -0.9640, -0.3830], [5.7883, -2.2704, -0.2876], [5.8469, 2.0359, -0.8220], [0.5857, 0.5404, 2.0551], [-0.9805, -0.5546, 2.0265], [-1.3873, -1.0744, 3.2489], [-2.4248, -1.9984, 3.2480], [-2.9703, -2.4127, 2.0488], [-2.5419, -1.8854, 0.8191], [-3.0369, -2.3937, -0.4105], [-2.5813, -1.8865, -1.6442], [-1.7346, -0.8212, -1.6763], [-1.2054, -0.1714, -0.4805], [-1.5658, -0.8333, 0.7998], [-0.8847, -0.7892, 4.1612], [-2.7718, -2.4204, 4.1829], [-3.7410, -3.1755, 2.0388], [-3.7407, -3.2162, -0.3742], [-2.9202, -2.3422, -2.5670], [-1.4461, -0.3940, -2.6326], [-2.9307, 3.3278, -0.9560], [-2.8918, 1.8265, -0.7112], [-3.7730, 1.4749, 0.4826], [-1.4327, 1.3656, -0.5386], [-3.9589, 3.6847, -1.0616], [-2.3773, 3.6159, -1.8520], [-2.4860, 3.8661, -0.1130], [-3.2869, 1.3116, -1.5953], [-3.3932, 1.9627, 1.3870], [-3.8116, 0.4058, 0.6782], [-4.7974, 1.8230, 0.3244], [-1.0315, 1.8363, 0.3644], [-0.8468, 1.8035, -1.3550]], "forces_ev_per_a": [[-0.1, -0.2, -0.2], [-0.1, 0.1, 0.0], [0.2, -0.1, 0.0], [0.0, 0.2, 0.0], [-0.1, -0.1, 0.0], [-0.3, 0.1, 0.0], [0.2, -0.1, 0.2], [-0.2, 0.1, 0.0], [0.1, 0.0, -0.5], [-0.1, 0.0, 0.2], [0.0, 0.0, 0.2], [0.1, 0.1, 0.1], [0.0, 0.0, -0.1], [0.0, 0.0, 0.0], [0.0, -0.1, 0.0], [0.0, 0.0, 0.0], [0.0, 0.0, 0.0], [0.1, 0.1, 0.3], [0.0, 0.1, 0.0], [-0.1, -0.1, -0.1], [0.1, 0.1, 0.0], [-0.1, -0.1, 0.0], [0.2, 0.2, -0.1], [0.0, 0.0, -0.1], [-0.1, -0.1, 0.2], [0.1, 0.1, 0.0], [0.1, 0.2, 0.0], [-0.2, -0.3, -0.1], [0.0, 0.0, 0.0], [0.0, 0.0, 0.0], [0.0, 0.0, 0.0], [0.0, 0.0, 0.0], [0.0, 0.0, 0.0], [0.0, 0.0, 0.0], [0.0, 0.2, 0.0], [0.0, -0.2, -0.1], [0.0, 0.1, 0.1], [0.0, 0.1, 0.3], [0.0, 0.0, 0.0], [0.0, -0.1, 0.0], [0.0, 0.0, 0.0], [-0.1, 0.0, 0.0], [0.0, 0.0, 0.0], [0.0, 0.0, 0.0], [0.0, 0.0, 0.0], [-0.1, 0.0, 0.0], [0.0, -0.1, -0.1]], "charge": -1, "max_force_ev_per_a": 0.56, "s_squared": 6.037, "spin_multiplicity": 5, "homo_energy_ev": [-2.7, -5.3]}

***

No. 2
{"formula": "C21H18ClFeO3", "method": "ωB97M-V with the def2-TZVPD basis set", "species": ["Cl", "C", "C", "C", "C", "C", "C", "C", "C", "C", "C", "C", "H", "H", "H", "H", "H", "H", "H", "H", "H", "H", "O", "C", "Fe", "C", "O", "C", "O", "C", "C", "C", "C", "C", "C", "C", "H", "H", "H", "H", "H", "H", "H", "H"], "coordinates": [[-3.8675, 1.0036, -5.0278], [-3.3536, 1.2215, -3.4083], [-3.6814, 0.2605, -2.4396], [-3.2450, 0.4261, -1.1308], [-2.4487, 1.5441, -0.7639], [-1.9316, 1.6698, 0.5693], [-1.2395, 2.8956, 1.0813], [-1.1767, 2.7028, 2.6425], [-1.8175, 1.3649, 2.8515], [-2.2704, 0.8279, 1.6579], [-2.1771, 2.5281, -1.7548], [-2.6039, 2.3576, -3.0664], [-4.2689, -0.6086, -2.7207], [-3.5216, -0.3081, -0.3748], [-0.2290, 2.9932, 0.6589], [-1.7877, 3.8175, 0.8288], [-0.1368, 2.7505, 2.9934], [-1.7252, 3.5212, 3.1339], [-1.9281, 0.9148, 3.8327], [-2.8269, -0.1019, 1.5461], [-1.6262, 3.4284, -1.4776], [-2.3592, 3.0941, -3.8263], [4.2559, -4.3261, 2.5331], [3.7978, -3.8579, 1.5700], [3.1575, -3.3959, 0.0265], [4.4103, -4.2784, -0.9574], [5.0533, -5.0887, -1.4781], [2.0501, -4.7768, 0.0237], [1.7538, -5.9011, 0.0943], [3.1542, 0.1113, 0.4324], [1.8691, 0.8912, 0.5998], [0.7926, 0.6405, -0.3997], [0.3857, -0.6043, -0.7945], [0.7985, -1.8364, -0.2376], [1.9136, -2.0102, 0.6585], [3.1655, -1.2416, 0.4615], [4.0716, 0.7046, 0.3804], [1.4426, 0.6711, 1.6025], [2.1324, 1.9603, 0.5745], [0.4002, 1.5246, -0.9069], [-0.3804, -0.6609, -1.5760], [0.2105, -2.7314, -0.4842], [1.6565, -2.2714, 1.7030], [4.1313, -1.8260, 0.3687]], "forces_ev_per_a": [[-0.2, -0.1, -0.6], [0.5, 0.2, 1.1], [0.2, 0.4, 0.1], [0.2, 0.3, -0.4], [-0.1, -0.1, -0.3], [-1.1, 0.2, 0.2], [0.3, 0.2, 0.6], [0.2, 0.3, -0.8], [-0.5, -0.5, -0.6], [0.6, 0.5, 0.7], [-0.1, -0.5, 0.2], [-0.3, -0.4, 0.2], [0.1, 0.1, 0.0], [0.2, 0.1, -0.3], [-0.2, 0.0, 0.1], [0.1, -0.3, 0.0], [-0.2, -0.1, 0.1], [0.1, -0.3, 0.1], [0.0, 0.0, -0.2], [0.3, 0.2, 0.2], [-0.1, -0.3, -0.1], [-0.1, -0.1, 0.1], [-0.5, 0.7, -0.5], [1.4, -1.6, 1.7], [0.4, -1.5, -1.0], [-0.4, 0.3, -0.4], [0.1, 0.2, 0.2], [0.2, -2.7, -0.4], [-0.5, 1.1, 0.1], [0.5, -0.7, -0.1], [0.3, 0.3, 0.6], [0.4, 0.3, -0.8], [-0.4, -0.9, -0.1], [-0.9, 0.9, -0.2], [-0.1, 0.6, 0.5], [-0.4, 2.1, 0.6], [-0.1, -0.2, -0.3], [0.3, 0.1, -0.1], [-0.2, -0.2, 0.2], [0.0, -0.4, 0.0], [0.1, 0.1, 0.2], [0.1, 0.4, 0.1], [0.2, 0.0, -0.5], [-0.2, 1.2, 0.4]], "charge": -1, "max_force_ev_per_a": 2.78, "s_squared": 6.134, "spin_multiplicity": 5, "homo_energy_ev": [-1.5, -4.4]}

***

No. 3
{"formula": "C21H18F2N2O7S", "method": "ωB97M-V with the def2-TZVPD basis set", "species": ["O", "C", "C", "O", "C", "O", "C", "C", "C", "C", "S", "O", "O", "N", "C", "C", "C", "C", "C", "O", "C", "C", "N", "C", "C", "C", "C", "O", "C", "F", "F", "C", "C", "H", "H", "H", "H", "H", "H", "H", "H", "H", "H", "H", "H", "H", "H", "H", "H", "H", "H"], "coordinates": [[-2.7862, -3.1518, 1.7754], [-2.1578, -2.9866, 0.7564], [-0.9021, -3.8254, 0.4403], [0.2985, -3.0577, 0.4787], [0.6559, -2.3819, -0.6123], [-0.0224, -2.3309, -1.6178], [1.9576, -1.6934, -0.4632], [2.4740, -1.0178, -1.5694], [3.6706, -0.3348, -1.4632], [4.3295, -0.3229, -0.2488], [5.8595, 0.5956, -0.1080], [6.8375, 0.0082, -0.9733], [6.1770, 0.7637, 1.2813], [5.4366, 2.0611, -0.8074], [4.8072, 3.0115, 0.0974], [3.5078, 2.4520, 0.5670], [3.1130, 2.0025, 1.7923], [1.7809, 1.5471, 1.6363], [1.4688, 1.7528, 0.3294], [2.5049, 2.3013, -0.3256], [3.8380, -0.9973, 0.8524], [2.6462, -1.6910, 0.7487], [-2.4430, -2.1030, -0.2284], [-3.4717, -1.1588, -0.2787], [-4.4179, -1.0081, 0.7284], [-5.4117, -0.0500, 0.6158], [-5.4709, 0.7552, -0.5107], [-6.4260, 1.7463, -0.7075], [-7.5629, 1.7015, 0.0109], [-8.4693, 2.4760, -0.6015], [-7.4065, 2.2285, 1.2550], [-4.5239, 0.6160, -1.5194], [-3.5308, -0.3316, -1.4014], [-0.7899, -4.5846, 1.2158], [-1.0113, -4.2936, -0.5447], [1.9217, -1.0394, -2.4966], [4.0949, 0.2005, -2.2967], [6.2217, 2.4392, -1.3164], [5.4366, 3.2049, 0.9744], [4.6408, 3.9409, -0.4539], [3.7017, 1.9942, 2.6855], [1.1486, 1.1317, 2.3934], [0.5761, 1.5657, -0.2336], [4.3931, -0.9532, 1.7758], [2.2395, -2.2188, 1.5962], [-1.8180, -2.0979, -1.0333], [-4.3727, -1.6349, 1.6030], [-6.1163, 0.0664, 1.4240], [-7.9928, 0.6886, 0.1379], [-4.5833, 1.2603, -2.3810], [-2.7932, -0.4396, -2.1830]], "forces_ev_per_a": [[-0.2, -0.1, 0.3], [0.6, -0.2, -0.3], [-0.5, -0.3, 0.0], [0.2, 0.1, 0.2], [-0.1, 0.0, -0.3], [0.2, -0.1, 0.0], [0.3, 0.1, 0.1], [-0.1, -0.2, 0.1], [0.0, -0.1, -0.1], [0.3, 0.2, 0.1], [0.1, 0.2, -0.3], [-0.1, 0.0, -0.2], [-0.3, 0.0, 0.0], [0.3, -0.8, 0.1], [-0.4, 0.1, 0.3], [0.2, 0.2, 1.0], [0.2, 0.4, -0.5], [-0.3, 0.1, -0.5], [-0.3, -0.3, 0.7], [0.2, 0.3, -0.4], [0.1, 0.0, 0.1], [-0.1, -0.1, -0.3], [0.2, 0.1, -0.5], [-0.4, 0.2, 0.2], [0.1, -0.1, 0.0], [-0.1, 0.3, -0.2], [0.0, -0.1, 0.0], [0.5, 0.0, -0.2], [-0.9, -0.7, 0.4], [0.0, 0.2, -0.3], [0.3, 0.0, 0.1], [-0.2, 0.1, 0.2], [-0.1, 0.0, 0.2], [-0.1, 0.2, -0.1], [0.1, 0.0, 0.2], [0.0, 0.0, -0.1], [-0.1, 0.1, -0.2], [0.2, -0.1, -0.1], [-0.2, 0.1, -0.1], [0.1, -0.1, 0.0], [0.2, 0.0, 0.2], [-0.2, -0.1, 0.1], [-0.1, 0.0, -0.2], [0.0, 0.0, 0.2], [0.0, 0.0, 0.1], [-0.1, -0.2, 0.3], [0.0, 0.0, 0.0], [-0.1, 0.0, 0.1], [0.3, 0.3, -0.1], [0.0, 0.1, -0.1], [0.1, 0.0, -0.1]], "charge": 0, "max_force_ev_per_a": 1.22, "smiles": "O=C(COC(=O)c1ccc(S(=O)(=O)NCc2ccco2)cc1)Nc1ccc(OC(F)F)cc1", "homo_energy_ev": -8.6}

***

No. 4
{"formula": "C21H18FeN5OS3", "method": "ωB97M-V with the def2-TZVPD basis set", "species": ["Fe", "S", "C", "N", "C", "C", "C", "C", "C", "C", "S", "H", "H", "H", "H", "C", "C", "C", "C", "N", "C", "C", "C", "C", "C", "C", "N", "H", "H", "H", "H", "H", "H", "H", "H", "O", "C", "N", "C", "C", "N", "C", "S", "H", "H", "H", "H", "H", "H"], "coordinates": [[0.0275, -0.1371, -0.1124], [-0.2381, -2.7522, -0.6780], [0.7329, -2.6883, 0.7106], [1.0392, -1.5371, 1.2825], [1.8208, -1.6832, 2.4106], [2.2826, -0.6545, 3.2264], [3.0631, -0.9686, 4.3254], [3.3900, -2.2917, 4.6213], [2.9361, -3.3256, 3.8174], [2.1529, -3.0134, 2.7163], [1.4350, -4.0753, 1.5361], [2.0358, 0.3707, 2.9856], [3.4293, -0.1737, 4.9621], [4.0033, -2.5139, 5.4846], [3.1863, -4.3540, 4.0441], [-3.2447, -1.5540, 2.7582], [-4.0486, -0.4446, 2.9467], [-3.7338, 0.7335, 2.2915], [-2.6184, 0.7672, 1.4656], [-1.8484, -0.3088, 1.2829], [-2.1525, -1.4405, 1.9128], [-2.2033, 1.9850, 0.7204], [-2.9168, 3.1775, 0.7361], [-2.4531, 4.2364, -0.0250], [-1.3090, 4.0751, -0.7883], [-0.6576, 2.8541, -0.7483], [-1.0926, 1.8487, 0.0014], [-3.4495, -2.4968, 3.2446], [-4.9134, -0.4909, 3.5954], [-4.3488, 1.6104, 2.4268], [-1.5054, -2.2835, 1.7170], [-3.8192, 3.2837, 1.3192], [-2.9912, 5.1753, -0.0299], [-0.9275, 4.8738, -1.4087], [0.2240, 2.6297, -1.3312], [0.2527, 0.1328, -1.7992], [3.1322, -1.2673, -1.5483], [3.1358, 0.0729, -2.1025], [3.4090, 0.4042, -3.4139], [3.2393, 1.7330, -3.5425], [2.8616, 2.1916, -2.2963], [2.7778, 1.1711, -1.4135], [2.3747, 1.2897, 0.2298], [3.4762, -1.9531, -2.3182], [2.1146, -1.5289, -1.2661], [3.7867, -1.3126, -0.6797], [3.6834, -0.3416, -4.1372], [3.3473, 2.3802, -4.3922], [2.6569, 3.1390, -2.0344]], "forces_ev_per_a": [[0.2, 0.3, -0.7], [0.0, -0.1, 0.3], [0.1, 0.0, 0.1], [-0.4, 0.0, -0.2], [0.1, -0.1, 0.1], [0.0, 0.0, 0.0], [0.0, 0.0, 0.0], [0.0, 0.0, 0.0], [0.0, 0.0, 0.1], [0.0, 0.1, 0.0], [0.0, 0.1, -0.1], [0.0, 0.0, 0.0], [0.0, 0.0, 0.0], [0.0, 0.0, 0.0], [0.0, 0.0, 0.0], [0.1, 0.0, 0.0], [0.0, 0.0, 0.0], [0.0, 0.0, 0.0], [0.0, 0.0, 0.1], [0.2, -0.1, -0.1], [-0.1, 0.0, 0.1], [0.0, 0.1, 0.0], [0.0, 0.0, 0.0], [0.0, 0.0, 0.0], [0.0, 0.0, 0.0], [-0.1, 0.0, 0.0], [0.1, -0.1, 0.2], [0.0, 0.0, 0.0], [0.0, 0.0, 0.0], [0.0, 0.0, 0.0], [0.0, 0.0, 0.0], [0.0, 0.0, 0.0], [0.0, 0.0, 0.0], [0.0, 0.0, 0.0], [0.0, 0.0, 0.0], [-0.1, 0.0, 0.5], [0.0, 0.0, 0.0], [0.1, 0.1, 0.1], [-0.1, -0.1, 0.0], [0.0, 0.0, 0.0], [0.0, 0.0, 0.0], [0.1, 0.0, 0.0], [0.0, 0.0, 0.1], [0.0, 0.0, 0.0], [0.0, 0.0, -0.1], [0.0, 0.0, 0.0], [0.0, 0.0, 0.0], [0.0, 0.0, 0.0], [0.0, 0.0, 0.0]], "charge": 0, "max_force_ev_per_a": 0.80, "s_squared": 8.777, "spin_multiplicity": 6, "homo_energy_ev": [-7.1, -7.1]}

***

No. 5
{"formula": "C21H18N2O5RuS", "method": "ωB97M-V with the def2-TZVPD basis set", "species": ["Ru", "O", "C", "O", "C", "C", "C", "C", "C", "C", "S", "H", "H", "H", "H", "O", "C", "O", "C", "C", "C", "C", "C", "C", "N", "C", "C", "C", "C", "C", "C", "N", "H", "H", "H", "H", "H", "H", "H", "H", "H", "H", "C", "O", "H", "H", "H", "H"], "coordinates": [[-0.6171, -0.2862, -0.0900], [-3.3132, -1.8158, 2.5471], [-2.1813, -1.6607, 2.1451], [-1.8842, -1.3341, 0.9408], [-1.0252, -1.8782, 3.1115], [-1.3948, -2.4776, 4.3112], [-0.4663, -2.7411, 5.3020], [0.8558, -2.3632, 5.1138], [1.2422, -1.7675, 3.9330], [0.3190, -1.5336, 2.9000], [1.0302, -0.8336, 1.4684], [-2.4367, -2.7261, 4.4460], [-0.7818, -3.2296, 6.2116], [1.5813, -2.5325, 5.8921], [2.2650, -1.4636, 3.7806], [3.7372, -2.7799, -5.5021], [3.8237, -1.4839, -5.2125], [4.6042, -0.7709, -5.7880], [2.9310, -0.9292, -4.1473], [3.0693, 0.4422, -3.9027], [2.3209, 1.0816, -2.9495], [1.3811, 0.3584, -2.1847], [1.2373, -1.0225, -2.4449], [1.9967, -1.6583, -3.3986], [0.5887, 0.8922, -1.2094], [0.6263, 2.2076, -0.8958], [-0.2187, 2.7278, 0.0829], [-0.2253, 4.0982, 0.4543], [-1.0770, 4.5232, 1.4375], [-1.9406, 3.6022, 2.0464], [-1.9005, 2.2820, 1.6369], [-1.0737, 1.8571, 0.7014], [3.0819, -3.2678, -4.9869], [3.7894, 0.9897, -4.4928], [2.4690, 2.1380, -2.7994], [0.4810, -1.5839, -1.8656], [1.8463, -2.7181, -3.5575], [1.3115, 2.8752, -1.3995], [0.4450, 4.7755, -0.0504], [-1.0865, 5.5567, 1.7452], [-2.6252, 3.9061, 2.8168], [-2.5574, 1.5372, 2.0713], [-3.5927, -0.4549, -1.2882], [-2.3742, 0.2215, -1.6138], [-4.3736, -0.1889, -2.0038], [-3.9270, -0.2129, -0.2734], [-3.3910, -1.5244, -1.3619], [-2.5698, 1.1670, -1.6774]], "forces_ev_per_a": [[0.2, 2.4, 1.5], [-0.2, 0.0, -0.1], [0.5, 0.0, 0.7], [-1.0, -0.6, -0.7], [-0.8, -0.2, 0.1], [0.1, 0.1, -0.2], [0.0, 0.0, -0.1], [0.1, 0.0, 0.0], [0.1, 0.0, 0.1], [0.1, 0.2, -0.4], [-1.2, 0.3, -0.6], [0.0, 0.0, -0.1], [0.0, 0.0, 0.1], [0.1, 0.0, 0.1], [0.2, 0.0, 0.0], [0.0, -0.5, -0.2], [0.4, 0.6, -0.2], [-0.3, -0.5, 0.2], [-0.5, 0.3, 0.6], [0.1, -0.4, -0.2], [-0.6, -0.3, 0.6], [1.5, -1.1, -2.0], [-0.5, 0.7, 0.7], [0.5, 0.1, -0.5], [-0.7, 3.8, 2.0], [1.2, -3.5, -2.2], [-1.9, 1.1, 2.3], [0.4, -1.3, -0.8], [-0.8, -0.3, 0.7], [0.5, 0.5, -0.4], [-0.4, -0.2, 0.4], [1.5, -1.4, -1.4], [0.1, 0.2, 0.0], [0.0, 0.0, 0.0], [0.0, 0.1, 0.0], [0.5, 0.1, -0.4], [0.0, 0.0, 0.0], [0.0, 0.0, -0.1], [0.1, 0.1, 0.0], [0.0, 0.1, 0.0], [-0.1, 0.0, 0.1], [0.0, 0.0, 0.0], [-0.7, -0.4, 0.1], [0.8, 0.1, 0.5], [0.1, 0.0, 0.0], [0.1, -0.2, -0.2], [-0.1, 0.2, 0.1], [0.2, -0.2, 0.0]], "charge": 1, "max_force_ev_per_a": 4.32, "s_squared": 1.021, "spin_multiplicity": 2, "homo_energy_ev": [-11.7, -11.6]}